Record 1
Below is 2 unconnected molecules or ions with the total composition C6H12O, with properties calculated with ωB97M-V/def2-TZVPD.

The geometry in ORCA input format:
```
! wB97M-V def2-TZVPD RIJCOSX def2/J DEFGRID3
* xyz 0 1
C -1.85 -1.37 0.15
H -0.16 1.76 -1.52
H 1.97 -1.19 -1.46
O 0.51 -0.50 1.49
H 2.65 -1.55 0.15
C 1.99 -0.87 -0.41
H -2.63 -1.20 -0.60
H 1.16 2.38 -0.39
H -2.02 -2.36 0.59
H -0.36 -1.68 -1.49
C 0.61 -0.90 0.17
H -0.53 2.65 1.41
C -0.48 -1.32 -0.47
H -1.84 2.04 0.27
H -1.95 -0.63 0.94
C -0.79 2.29 0.42
C 0.11 2.15 -0.54
H 2.43 0.13 -0.37
H 1.18 0.17 1.66
*
```

Values from the calculation:
electronic energy	-8462.6170	eV
LUMO energy	0.9	eV
Kohn-Sham gap	9.34	eV
energy above the lowest of the compared OMol25 structures with the same formula, charge and spin	167.6	kJ/mol

Record 2
Below is C6H12O in the gas phase, with properties calculated with ωB97M-V/def2-TZVPD.

The geometry in ORCA input format:
```
! wB97M-V def2-TZVPD RIJCOSX def2/J DEFGRID3
* xyz 0 1
C -1.17 -1.80 -0.08
C -0.51 -0.46 0.18
H 1.59 -0.87 -0.24
H 0.37 2.52 -0.91
H 0.61 1.54 1.34
C -0.55 0.51 -1.02
H 1.42 1.28 -1.59
H 2.26 1.42 0.70
C 0.65 1.47 -0.83
H -0.77 -2.34 -0.95
C 1.22 1.11 0.55
H -1.51 1.02 -1.06
O -1.25 0.16 1.24
H -0.45 -0.06 -1.95
H -1.09 -2.44 0.80
H -2.23 -1.62 -0.26
C 0.98 -0.42 0.55
H -0.83 -0.10 2.06
H 1.20 -0.92 1.50
*
```

Values from the calculation:
electronic energy	-8464.1827	eV
LUMO energy	1.0	eV
Kohn-Sham gap	11.09	eV
energy above the lowest of the compared OMol25 structures with the same formula, charge and spin	16.5	kJ/mol

Record 3
Below is 2 unconnected molecules or ions with the total composition C6H12O in a non-equilibrium geometry, with properties calculated with ωB97M-V/def2-TZVPD.

The geometry in ORCA input format:
```
! wB97M-V def2-TZVPD RIJCOSX def2/J DEFGRID3
* xyz 0 1
O 1.40 -0.21 2.65
C -1.09 0.09 0.13
C -1.58 -0.76 1.23
H 0.76 2.49 -1.65
H -1.74 0.94 -0.07
H -2.16 -2.62 2.02
H 2.08 1.77 -2.58
C 0.07 -0.13 -0.49
H -0.49 0.78 -2.32
C -1.68 -2.10 1.21
C 0.44 0.47 -1.84
H 0.51 -0.09 2.26
H 1.87 0.40 2.07
H 1.99 1.62 -0.77
H -2.14 -0.32 2.06
H -1.17 -2.62 0.41
H 0.82 -0.38 -2.41
H 0.67 -0.99 -0.23
C 1.45 1.65 -1.71
*
```

Values from the calculation:
electronic energy	-8462.4491	eV
LUMO energy	0.9	eV
Kohn-Sham gap	10.05	eV
energy above the lowest of the compared OMol25 structures with the same formula, charge and spin	183.8	kJ/mol

Question: What is the formula in the first record?
Answer: C6H12O

Question: Look up the energy above the lowest of the compared OMol25 structures with the same formula, charge and spin of the first one.
Answer: 167.6 kJ/mol

Question: Which value of LUMO energy does entry 2 give?
Answer: 1.0 eV